Record 1
50
Properties=species:S:1:pos:R:3 method="wB97M-V/def2-TZVPD" homo_lumo_gap_ev=6.7 relative_energy_kj_mol=977.8
Li 2.100 -3.508 1.916
Cl 2.415 -2.073 0.775
C 1.401 0.221 -3.212
O 0.862 0.550 -1.937
C 1.810 0.402 -0.943
C 1.048 0.595 0.428
N 1.829 0.239 1.646
C 3.114 0.924 1.735
C 2.928 2.403 2.192
O 4.248 2.896 2.268
C 4.374 4.237 2.675
H 1.989 -0.689 -3.091
H 2.004 1.074 -3.524
H 0.586 0.064 -3.919
H 2.567 1.153 -1.169
H 2.196 -0.618 -0.943
H 0.152 -0.022 0.493
H 0.575 1.576 0.476
H 1.964 -0.762 1.629
H 3.666 0.863 0.797
H 3.665 0.429 2.535
H 2.331 2.583 3.087
H 2.215 2.935 1.562
H 4.255 4.287 3.757
H 3.621 4.903 2.254
H 5.371 4.540 2.357
C -6.281 -1.162 0.614
O -5.250 -1.479 -0.340
C -4.878 -0.354 -1.173
C -3.546 -0.400 -1.967
N -2.342 -0.433 -1.114
C -1.146 -0.857 -1.836
C -0.103 -1.317 -0.800
O -0.680 -2.223 0.165
C 0.251 -2.846 1.030
H -5.932 -0.678 1.526
H -6.713 -2.134 0.851
H -7.089 -0.641 0.101
H -4.986 0.565 -0.598
H -5.625 -0.091 -1.922
H -3.390 0.468 -2.606
H -3.568 -1.202 -2.705
H -2.356 -1.177 -0.432
H -0.825 -0.060 -2.507
H -1.340 -1.745 -2.437
H 0.374 -0.525 -0.222
H 0.701 -1.895 -1.257
H 0.884 -2.123 1.545
H 0.865 -3.529 0.442
H -0.314 -3.367 1.802


Record 2
13
Properties=species:S:1:pos:R:3 method="wB97M-V/def2-TZVPD" homo_lumo_gap_ev=9.5 relative_energy_kj_mol=539.2
C 1.621 1.046 0.608
C -1.590 0.856 -0.530
C 1.841 0.240 -0.443
N 1.453 -1.021 -0.636
N 0.084 -2.511 0.402
N -1.439 -0.264 -0.355
N 0.693 -1.677 -0.012
H 2.110 1.895 0.813
H 0.881 0.661 1.380
H -1.790 1.941 -0.521
H -2.523 -1.564 0.732
H 2.460 0.465 -1.338
H -2.198 -2.257 0.931


Record 3
9
Properties=species:S:1:pos:R:3 method="wB97M-V/def2-TZVPD" homo_lumo_gap_ev="7.9 / 7.3" relative_energy_kj_mol=750.5
C 0.534 -1.642 -0.627
C -0.624 1.578 0.703
Si 0.060 0.313 -0.570
Cl 1.883 -2.159 0.211
Cl 0.558 2.106 1.967
Cl -2.181 1.251 1.373
H -1.153 -0.048 -1.427
H 1.298 1.003 -1.096
H -0.376 -2.401 -0.534


Record 4
77
Properties=species:S:1:pos:R:3 method="wB97M-V/def2-TZVPD" homo_lumo_gap_ev="6.4 / 5.9" total_charge=+2 multiplicity=6 relative_energy_kj_mol=26.5
Ru 1.527 0.840 -0.515
O 4.486 -2.545 -0.820
C 3.750 -1.454 -0.851
O 2.541 -1.414 -0.833
C 4.568 -0.192 -0.934
C 5.953 -0.164 -0.876
C 6.582 1.065 -0.994
C 5.805 2.199 -1.199
C 4.430 2.061 -1.251
N 3.823 0.891 -1.093
C 3.439 3.171 -1.523
O 3.846 4.388 -1.801
O 2.254 2.915 -1.501
H 3.907 -3.326 -0.775
H 6.510 -1.081 -0.745
H 7.659 1.141 -0.939
H 6.285 3.163 -1.310
H 4.807 4.486 -1.852
C -4.925 -1.414 -0.007
C -4.251 -2.237 1.060
C -4.989 -2.987 1.968
C -4.374 -3.744 2.954
C -2.990 -3.780 3.032
C -2.231 -3.057 2.124
C -2.862 -2.280 1.163
N -2.101 -1.529 0.205
C -0.979 -0.817 0.424
N -0.730 -0.473 1.708
C 0.370 0.190 2.297
C 1.423 0.723 1.556
C 2.468 1.382 2.236
C 2.459 1.496 3.611
C 1.392 0.956 4.320
C 0.340 0.302 3.694
C -0.802 -0.264 4.498
N -0.212 -0.438 -0.575
C -0.440 -0.968 -1.892
C -0.743 -0.059 -2.899
C -0.895 -0.477 -4.212
C -0.754 -1.822 -4.514
C -0.465 -2.728 -3.504
C -0.302 -2.333 -2.179
C -0.028 -3.376 -1.125
H -6.005 -1.424 0.122
H -4.720 -1.802 -1.010
H -4.590 -0.375 0.020
H -6.070 -2.968 1.903
H -4.973 -4.311 3.653
H -2.499 -4.385 3.782
H -1.148 -3.116 2.151
H -2.379 -1.599 -0.763
H -1.449 -0.771 2.351
H 3.299 1.818 1.688
H 3.261 2.001 4.132
H 1.372 1.046 5.399
H -0.648 -0.087 5.559
H -0.901 -1.344 4.358
H -1.756 0.198 4.228
H -0.872 0.987 -2.636
H -1.127 0.240 -4.988
H -0.875 -2.169 -5.532
H -0.363 -3.780 -3.745
H 0.671 -4.122 -1.505
H -0.945 -3.906 -0.857
H 0.391 -2.950 -0.216
C -2.269 4.698 -2.250
N -1.771 3.825 -1.187
C -2.635 3.546 -0.042
C -0.608 3.218 -1.301
O -0.175 2.416 -0.450
H -2.706 5.590 -1.808
H -3.025 4.192 -2.849
H -1.444 4.998 -2.893
H -3.349 4.358 0.056
H -2.037 3.471 0.862
H -3.175 2.609 -0.184
H -0.027 3.491 -2.186